(1)
The following is a DFT calculation (ωB97M-V/def2-TZVPD) of C37H58AsCl2CsN8O4PS2Si2 as an isolated structure in a non-equilibrium geometry.

Values from the calculation:
**Frontier orbital gap**: 5.0815 eV
**Total energy**: -192573.2664 eV
**Relative energy (zero: lowest compared OMol25 entry of this formula, charge and spin)**: 48.03 kcal per mole
**Charge**: -1

Last column: Löwdin charge in e.
Element x y z (Å)
Cs -0.403 0.263 0.270  0.833
O -1.483 -5.084 -3.281  0.106
C -0.757 -5.439 -2.254  -0.523
O -0.262 -6.547 -2.154  0.057
C -0.577 -4.462 -1.126  -0.066
C -0.037 -4.881 0.062  -0.039
N -0.017 -3.818 0.878  -0.016
N -0.465 -2.699 0.303  -0.019
C -0.834 -3.063 -0.920  -0.156
C -1.471 -2.041 -1.848  -0.622
O -1.944 -2.484 -2.926  -0.003
O -1.496 -0.849 -1.475  -0.452
H -1.824 -4.105 -3.176  0.100
H 0.305 -5.865 0.350  0.139
H 0.390 -3.760 1.794  0.117
N -3.475 -0.787 3.405  -0.133
P -2.368 -1.836 2.587  1.030
C -2.533 -3.351 3.630  -0.364
C -1.392 -3.835 4.261  -0.115
C -1.450 -4.947 5.098  -0.089
C -2.661 -5.582 5.313  -0.096
C -3.812 -5.107 4.692  -0.084
C -3.745 -4.003 3.855  -0.103
C -3.455 -2.285 1.181  -0.381
C -3.570 -3.580 0.677  -0.110
C -4.255 -3.817 -0.507  -0.075
C -4.810 -2.761 -1.218  -0.078
C -4.703 -1.468 -0.728  -0.067
C -4.043 -1.235 0.474  -0.108
C -3.109 0.444 3.928  -0.392
C -4.060 1.279 4.531  -0.028
C -3.637 2.477 5.058  -0.082
C -2.296 2.832 4.978  -0.107
C -1.442 1.951 4.345  -0.162
N -1.826 0.781 3.830  0.091
H -4.446 -1.028 3.471  0.098
H -0.448 -3.318 4.112  0.094
H -0.551 -5.312 5.582  0.100
H -2.713 -6.446 5.963  0.098
H -4.760 -5.607 4.854  0.101
H -4.642 -3.657 3.352  0.106
H -3.116 -4.411 1.206  0.104
H -4.320 -4.827 -0.898  0.109
H -5.289 -2.942 -2.173  0.108
H -5.119 -0.636 -1.284  0.112
H -3.974 -0.226 0.870  0.102
H -5.099 0.973 4.579  0.105
H -4.352 3.142 5.526  0.105
H -1.936 3.772 5.374  0.081
H -0.384 2.179 4.244  0.100
C 3.115 2.379 -1.497  -0.107
N 3.185 3.445 -0.505  -0.042
C 3.487 3.294 0.791  -0.869
S 4.033 1.858 1.475  0.622
N 3.304 4.445 1.514  -0.083
C 3.785 4.610 2.874  -0.134
H 3.853 2.541 -2.286  0.082
H 2.120 2.376 -1.929  -0.018
H 3.318 1.432 -1.011  0.035
H 2.741 4.308 -0.780  0.117
H 3.262 5.290 0.965  0.126
H 4.874 4.655 2.933  0.077
H 3.458 3.771 3.478  0.053
H 3.363 5.533 3.275  0.079
Cl -0.124 3.400 1.300  0.456
C 0.212 4.754 2.377  -1.004
Cl -1.256 5.561 2.971  0.538
H 0.777 5.480 1.816  -0.005
H 0.771 4.389 3.227  0.013
C 3.034 -3.834 -1.939  -0.055
N 4.274 -3.388 -1.310  -0.200
C 5.425 -3.400 -2.208  -0.054
C 4.311 -2.838 -0.075  -0.777
S 2.949 -2.470 0.823  0.682
N 5.614 -2.587 0.382  -0.245
C 5.774 -1.602 1.445  -0.121
C 6.418 -3.787 0.631  -0.073
H 3.202 -4.791 -2.438  0.097
H 2.705 -3.102 -2.681  0.104
H 2.256 -3.949 -1.198  0.026
H 5.094 -3.097 -3.202  0.090
H 5.863 -4.398 -2.292  0.086
H 6.180 -2.706 -1.859  0.087
H 5.307 -0.663 1.164  0.021
H 6.847 -1.440 1.582  0.087
H 5.336 -1.938 2.389  0.069
H 6.154 -4.583 -0.059  0.074
H 6.248 -4.155 1.651  0.091
H 7.480 -3.562 0.515  0.087
C 0.926 5.871 -3.353  -0.246
Si -0.618 5.174 -2.507  0.068
C -0.674 6.109 -0.858  -0.264
C -2.068 5.882 -3.490  -0.247
As -0.601 2.919 -2.160  0.583
Si -1.056 2.253 -4.316  0.096
C -0.237 3.270 -5.686  -0.251
C -0.446 0.497 -4.575  -0.236
C -2.899 2.246 -4.707  -0.241
H 0.874 6.963 -3.473  0.020
H 1.055 5.421 -4.345  0.000
H 1.827 5.633 -2.772  0.000
H -1.070 7.123 -1.004  0.024
H 0.329 6.204 -0.417  0.004
H -1.315 5.593 -0.138  -0.016
H -1.970 6.969 -3.616  0.019
H -3.010 5.675 -2.967  0.024
H -2.142 5.427 -4.485  0.000
H 0.853 3.262 -5.565  0.018
H -0.564 4.318 -5.675  -0.002
H -0.477 2.851 -6.674  0.020
H 0.634 0.433 -4.392  0.019
H -0.644 0.152 -5.600  0.027
H -0.951 -0.189 -3.882  -0.002
H -3.346 3.215 -4.457  0.003
H -3.392 1.482 -4.092  0.021
H -3.104 2.027 -5.765  0.021

Force components x, y, z for each atom (eV/Å):
Cs 1.578 1.777 2.313
O -0.699 1.159 -0.216
C 0.167 -0.078 0.763
O -0.062 0.202 -0.178
C -0.122 0.331 -0.324
C -0.007 -0.130 0.197
N 0.071 -0.031 0.194
N -0.071 -0.556 -0.539
C 0.002 -0.258 -0.175
C -0.432 -0.184 -0.653
O 0.158 -0.556 0.251
O -1.158 -1.826 -1.953
H 0.662 -0.493 -0.022
H -0.009 0.145 0.008
H 0.049 -0.021 0.046
N 0.465 0.183 -0.023
P -0.485 -0.167 0.247
C 0.077 0.039 -0.019
C 0.079 -0.009 0.065
C 0.028 0.061 -0.054
C -0.035 0.031 -0.020
C -0.007 0.033 -0.036
C -0.070 -0.095 0.039
C -0.066 0.108 -0.054
C -0.018 -0.011 0.054
C 0.050 0.008 -0.023
C 0.049 0.022 -0.049
C -0.041 0.041 0.192
C -0.089 -0.120 -0.074
C 0.104 -0.189 -0.080
C -0.109 -0.109 -0.003
C -0.044 0.057 0.021
C 0.015 0.042 0.035
C 0.023 -0.129 -0.013
N 0.017 0.180 0.077
H -0.231 -0.020 0.015
H -0.035 -0.032 0.011
H -0.018 0.034 -0.025
H -0.004 -0.014 -0.001
H 0.029 0.026 -0.006
H 0.012 -0.005 0.025
H 0.030 0.025 -0.051
H 0.008 0.044 0.039
H 0.001 0.008 0.072
H 0.052 -0.045 0.022
H 0.040 0.014 -0.139
H 0.043 0.031 -0.002
H -0.016 0.002 0.013
H 0.011 -0.047 -0.030
H -0.055 -0.005 -0.016
C 0.295 0.112 0.076
N -0.010 -0.260 -0.245
C 0.060 0.041 -0.057
S -0.141 0.313 0.074
N 0.168 -0.092 0.212
C -0.057 -0.006 -0.176
H 0.027 0.018 0.054
H -0.227 -0.023 -0.115
H 0.023 -0.081 0.084
H -0.136 -0.034 0.001
H -0.027 0.032 0.012
H 0.050 -0.002 -0.014
H -0.053 -0.076 0.051
H 0.014 -0.016 -0.003
Cl -0.021 0.355 0.207
C -0.107 -0.115 -0.012
Cl 0.040 -0.031 -0.023
H 0.074 0.149 -0.070
H 0.040 -0.006 0.113
C 0.142 0.025 0.080
N -0.001 -0.035 -0.076
C -0.179 -0.012 0.050
C 0.138 0.060 -0.128
S 0.285 0.080 -0.151
N -0.150 -0.172 0.170
C 0.011 -0.076 -0.053
C -0.043 0.107 -0.050
H 0.036 0.048 0.017
H -0.022 0.013 0.009
H -0.043 0.005 0.095
H -0.041 0.011 0.004
H -0.008 -0.023 0.009
H 0.049 0.048 0.051
H -0.037 -0.001 -0.024
H -0.068 0.005 -0.017
H 0.006 -0.030 0.028
H -0.004 0.007 -0.017
H -0.008 0.013 -0.008
H -0.025 0.022 0.006
C 0.183 0.031 -0.222
Si 0.051 0.096 0.006
C -0.016 0.065 0.225
C -0.234 -0.068 -0.156
As -0.053 0.057 0.030
Si 0.069 -0.037 -0.086
C 0.110 0.231 -0.121
C 0.010 -0.262 0.068
C -0.259 -0.016 0.006
H 0.009 -0.134 0.026
H 0.021 0.111 0.163
H -0.094 0.031 -0.062
H 0.097 -0.090 0.017
H -0.121 -0.035 -0.048
H 0.037 0.095 -0.064
H -0.002 -0.113 0.022
H 0.117 0.041 -0.072
H -0.005 0.098 0.151
H -0.137 -0.006 -0.033
H 0.061 -0.166 -0.043
H 0.021 0.037 0.145
H -0.112 -0.002 -0.037
H 0.030 0.056 0.136
H 0.109 0.107 -0.140
H 0.016 -0.107 -0.050
H 0.062 0.130 -0.096
H 0.046 0.011 0.147

***

(2)
The following is a DFT calculation (ωB97M-V/def2-TZVPD) of C37H58AuBrN3O5SSi4Te as an isolated structure.

Values from the calculation:
**Frontier orbital gap**: 6.7246 eV
**Total energy**: -177391.3889 eV
**Relative energy (zero: lowest compared OMol25 entry of this formula, charge and spin)**: 16.99 kcal per mole
**Charge**: +1

Last column: Löwdin charge in e.
Element x y z (Å)
Au 0.125 0.422 -0.424  0.698
C 3.265 -1.609 -0.371  0.001
C 2.549 -1.604 0.952  -0.394
O 2.020 -0.583 1.362  -0.072
C 2.491 -2.856 1.753  -0.161
C 3.331 -3.937 1.495  -0.029
C 3.247 -5.084 2.270  -0.069
C 2.312 -5.161 3.292  -0.068
C 1.459 -4.092 3.543  -0.057
C 1.551 -2.944 2.777  -0.023
H 2.999 -0.708 -0.921  0.071
H 3.017 -2.490 -0.961  0.076
H 4.345 -1.614 -0.203  0.100
H 4.064 -3.885 0.699  0.112
H 3.910 -5.916 2.076  0.108
H 2.242 -6.060 3.891  0.108
H 0.721 -4.157 4.332  0.109
H 0.882 -2.110 2.936  0.088
C -4.254 2.799 0.260  -0.188
S -2.890 1.644 0.309  0.967
O -2.414 1.970 1.770  -0.891
C -3.747 0.114 0.472  -0.415
C -4.276 -0.251 1.704  -0.060
C -4.944 -1.458 1.803  -0.042
C -5.086 -2.265 0.681  -0.044
C -4.559 -1.882 -0.544  -0.053
C -3.863 -0.686 -0.656  -0.077
H -4.868 2.621 1.141  0.071
H -4.825 2.652 -0.654  0.076
H -3.808 3.792 0.275  0.065
H -4.147 0.394 2.564  0.106
H -5.354 -1.770 2.754  0.117
H -5.610 -3.208 0.762  0.118
H -4.672 -2.524 -1.407  0.102
H -3.411 -0.385 -1.594  0.113
C -0.724 5.258 2.043  -0.216
Si 0.077 4.987 3.715  0.341
C -0.704 6.117 4.992  -0.213
C 1.925 5.312 3.646  -0.213
Si -0.346 2.772 4.410  0.213
Te -0.554 1.200 2.455  1.084
Si 1.441 1.672 5.497  0.326
C 0.869 0.013 6.147  -0.205
C 1.931 2.784 6.925  -0.202
C 2.869 1.467 4.307  -0.206
Si -2.411 2.534 5.556  0.350
C -2.239 3.274 7.267  -0.203
C -2.883 0.723 5.663  -0.210
C -3.715 3.465 4.575  -0.203
H -0.516 6.262 1.665  0.038
H -1.809 5.141 2.124  0.022
H -0.356 4.533 1.311  0.003
H -0.512 7.166 4.756  0.039
H -0.317 5.925 5.995  0.031
H -1.786 5.975 5.020  0.013
H 2.123 6.304 3.232  0.040
H 2.447 4.586 3.027  -0.031
H 2.363 5.274 4.645  0.025
H 0.108 0.134 6.921  0.025
H 1.714 -0.519 6.591  0.040
H 0.446 -0.605 5.352  0.019
H 1.132 2.854 7.667  0.024
H 2.162 3.795 6.586  0.018
H 2.819 2.391 7.426  0.041
H 2.619 0.856 3.436  0.003
H 3.697 0.969 4.820  0.043
H 3.231 2.435 3.952  0.019
H -1.392 2.830 7.796  0.020
H -3.134 3.094 7.867  0.040
H -2.075 4.351 7.221  0.023
H -2.293 0.197 6.416  0.025
H -2.741 0.208 4.711  -0.001
H -3.935 0.641 5.951  0.038
H -3.480 4.529 4.496  0.018
H -4.698 3.372 5.043  0.040
H -3.781 3.069 3.558  -0.002
C 0.621 -5.657 -2.192  -0.067
C 0.557 -4.157 -1.935  -0.159
C -0.861 -3.517 -2.070  -0.298
C -1.441 -3.777 -3.460  -0.174
C -2.796 -3.128 -3.707  -0.070
C -1.715 -4.136 -0.986  -0.417
O -2.419 -5.105 -1.149  0.112
N -1.580 -3.551 0.253  0.219
C -1.091 -2.271 0.510  -0.559
O -1.093 -1.856 1.652  -0.038
N -0.670 -1.528 -0.561  0.036
C -0.629 -2.027 -1.837  -0.469
O -0.340 -1.309 -2.784  0.025
H 1.630 -6.019 -1.993  0.079
H 0.383 -5.898 -3.227  0.078
H -0.068 -6.209 -1.551  0.080
H 1.202 -3.627 -2.640  0.125
H 0.930 -3.943 -0.929  0.108
H -1.541 -4.854 -3.585  0.115
H -0.717 -3.413 -4.188  0.126
H -3.548 -3.547 -3.035  0.061
H -3.133 -3.321 -4.725  0.081
H -2.747 -2.044 -3.578  0.067
H -2.030 -4.008 1.033  0.166
Br 2.516 2.965 0.595  0.818
C 2.081 2.852 -1.230  -0.724
C 2.725 3.692 -2.124  -0.096
C 2.430 3.565 -3.468  -0.038
C 1.515 2.603 -3.869  -0.037
C 0.915 1.813 -2.911  -0.112
N 1.184 1.944 -1.595  -0.090
H 3.443 4.413 -1.761  0.107
H 2.920 4.202 -4.193  0.121
H 1.271 2.454 -4.911  0.116
H 0.220 1.028 -3.173  0.089

Force components x, y, z for each atom (eV/Å):
Au 0.136 -0.115 -0.301
C -0.004 0.053 -0.033
C -0.018 0.048 0.101
O 0.088 -0.003 0.079
C -0.077 -0.040 -0.039
C 0.051 -0.034 -0.028
C 0.023 0.004 -0.039
C -0.040 0.016 0.023
C 0.018 -0.055 -0.016
C 0.041 0.092 0.064
H 0.020 -0.001 0.011
H -0.013 -0.026 -0.007
H -0.001 -0.008 0.005
H -0.011 0.001 0.004
H -0.001 0.000 0.000
H 0.007 0.000 0.002
H 0.001 -0.008 0.000
H -0.004 -0.002 0.042
C 0.073 0.037 0.053
S 0.009 0.129 0.367
O 0.119 -0.018 -0.119
C -0.091 -0.112 -0.004
C 0.043 0.076 -0.055
C -0.011 -0.021 -0.021
C -0.032 -0.035 0.032
C 0.042 0.008 -0.076
C -0.009 -0.025 0.060
H -0.013 0.042 -0.024
H 0.042 -0.091 -0.040
H -0.061 0.024 0.017
H 0.013 -0.030 0.022
H 0.004 0.002 0.005
H 0.003 0.000 -0.006
H 0.014 0.018 0.016
H 0.016 -0.035 -0.024
C -0.031 -0.059 -0.047
Si 0.115 -0.058 0.121
C -0.013 0.006 -0.019
C -0.064 0.038 0.008
Si -0.225 0.190 -0.014
Te -0.049 -0.080 -0.038
Si -0.020 0.035 0.061
C -0.029 0.035 -0.026
C -0.011 0.018 -0.014
C 0.073 -0.041 -0.009
Si 0.077 0.023 -0.139
C 0.081 -0.046 0.035
C -0.030 0.014 0.047
C -0.013 -0.023 -0.095
H -0.002 0.003 0.012
H 0.013 -0.003 -0.016
H 0.000 0.011 0.014
H 0.010 -0.007 -0.006
H 0.024 0.001 -0.016
H -0.025 0.034 0.029
H -0.004 0.008 0.017
H 0.029 -0.045 -0.062
H -0.007 0.012 0.006
H 0.013 0.005 -0.015
H -0.005 -0.037 -0.016
H 0.019 -0.048 0.010
H 0.010 -0.003 -0.016
H 0.020 0.013 0.004
H -0.010 -0.015 -0.003
H -0.061 -0.022 -0.030
H 0.013 0.029 -0.010
H -0.004 -0.001 0.014
H -0.020 -0.002 0.032
H -0.016 0.005 -0.038
H 0.001 0.036 -0.002
H 0.010 0.006 -0.028
H -0.013 -0.017 -0.011
H 0.012 -0.023 -0.004
H -0.012 -0.019 0.029
H 0.011 0.005 0.028
H -0.002 -0.003 0.057
C -0.013 0.026 -0.001
C 0.052 0.002 0.057
C 0.019 -0.015 -0.009
C -0.035 0.005 -0.023
C -0.046 -0.006 0.071
C -0.099 0.032 -0.118
O 0.020 -0.039 0.049
N 0.029 0.068 0.063
C -0.017 -0.114 -0.248
O -0.171 0.081 0.068
N 0.109 0.126 0.051
C -0.082 0.048 -0.065
O 0.007 -0.005 0.090
H -0.002 0.006 0.006
H 0.001 -0.017 -0.007
H -0.003 -0.001 0.005
H -0.002 0.010 -0.007
H 0.041 0.004 0.016
H 0.026 -0.003 -0.005
H 0.009 -0.029 -0.007
H 0.027 0.045 -0.027
H 0.017 0.000 -0.008
H -0.016 -0.023 0.019
H -0.008 0.001 0.016
Br 0.026 0.001 0.001
C 0.022 0.031 0.088
C -0.001 -0.006 0.016
C 0.002 -0.004 -0.004
C -0.019 -0.010 -0.001
C 0.069 0.082 0.013
N -0.160 -0.122 -0.036
H 0.001 0.000 -0.001
H -0.005 -0.002 0.001
H -0.006 0.004 0.005
H -0.037 -0.043 0.016